No. 1
Below is C4H16NaO4 as an isolated structure, with properties calculated with wB97M-V/def2-TZVPD.

The geometry in ORCA input format:
```
! RIJCOSX wB97M-V def2-TZVPD def2/J DEFGRID3
* xyz 1 1
Na -0.782 -0.362 -0.215
C -1.931 2.363 1.266
O -1.368 2.069 0.034
H -1.172 3.018 1.694
H -2.837 2.898 0.981
H -2.100 1.547 1.969
H -1.693 2.739 -0.572
C 2.262 -0.273 0.925
O 1.163 0.536 0.674
H 3.090 -0.190 0.221
H 2.726 0.139 1.821
H 1.995 -1.305 1.153
H 1.277 1.435 0.993
C 0.010 0.785 -3.773
O 0.268 0.172 -2.514
H 0.793 0.492 -4.472
H -0.997 0.570 -4.132
H 0.123 1.860 -3.630
H 1.103 0.520 -2.192
C -0.083 -3.069 1.892
O -0.781 -2.851 0.622
H 0.610 -3.908 1.957
H 0.372 -2.159 2.284
H -0.892 -3.313 2.581
H -1.156 -3.714 0.433
*
```

Calculated values
relative energy (zero: lowest compared OMol25 entry of this formula, charge and spin): 74.49 kJ/mol
E_LUMO: -0.10785 hartree
calculated total energy: -625.02465 a.u.

Atom charges from the Löwdin analysis, given in e for atoms 1 to 5:
1 Na 0.598
2 C -0.135
3 O -0.141
4 H 0.090
5 H 0.100

***

No. 2
Below is a 2-piece molecular cluster, C4H16O2Si3 overall, with properties calculated with wB97M-V/def2-TZVPD.

The geometry in ORCA input format:
```
! RIJCOSX wB97M-V def2-TZVPD def2/J DEFGRID3
* xyz 0 1
C 3.208 0.234 -2.054
C 2.884 0.493 -0.579
C 2.042 -0.719 -0.078
C 1.518 -0.576 1.366
O -2.855 0.691 -1.969
O -3.438 0.590 2.341
Si -0.101 -1.229 2.036
Si -3.935 0.432 -0.742
Si -2.401 0.549 1.003
H 3.598 -0.802 -2.118
H 2.149 0.245 -2.501
H 3.837 1.064 -2.455
H 2.349 1.421 -0.667
H 3.652 0.822 0.127
H 1.243 -0.826 -0.847
H 2.607 -1.609 -0.245
H 1.743 0.436 1.681
H 2.054 -1.344 1.915
H -3.116 0.844 -2.858
H -4.336 0.273 2.476
H -0.427 -1.067 3.450
H -0.317 -2.571 1.746
H -5.057 1.395 -0.548
H -4.918 -0.628 -1.178
H -1.981 1.883 0.695
*
```

Calculated values
relative energy (zero: lowest compared OMol25 entry of this formula, charge and spin): 0.00 kJ/mol
E_LUMO: 0.00926 hartree
calculated total energy: -1180.89687 a.u.

Atom charges from the Löwdin analysis, given in e for atoms 1 to 5:
1 C -0.126
2 C -0.298
3 C -0.269
4 C -0.394
5 O -0.323

***

No. 3
Below is a 4-piece molecular cluster, C4H16O4 overall, with properties calculated with wB97M-V/def2-TZVPD.

The geometry in ORCA input format:
```
! RIJCOSX wB97M-V def2-TZVPD def2/J DEFGRID3
* xyz 0 1
C 3.379 1.578 1.065
O 2.670 2.748 1.526
H 2.683 0.798 0.768
H 4.007 1.894 0.231
H 4.067 1.222 1.833
H 2.942 2.909 2.432
C -1.868 -1.943 1.673
O -3.095 -2.677 1.730
H -1.720 -1.398 0.748
H -1.782 -1.293 2.547
H -1.041 -2.663 1.740
H -3.032 -3.237 2.507
C -1.430 -1.469 -3.106
O -0.247 -0.969 -2.449
H -1.092 -2.072 -3.948
H -1.965 -2.089 -2.390
H -2.122 -0.672 -3.386
H 0.242 -0.521 -3.145
C -0.275 1.589 -0.379
O -0.121 1.748 1.022
H -1.208 1.060 -0.558
H -0.326 2.568 -0.867
H 0.525 0.994 -0.821
H 0.808 1.895 1.227
*
```

Calculated values
SMILES: CO.CO.CO.CO
relative energy (zero: lowest compared OMol25 entry of this formula, charge and spin): 242.09 kJ/mol
E_LUMO: 0.02615 hartree
calculated total energy: -462.86975 a.u.

Atom charges from the Löwdin analysis, given in e for atoms 1 to 5:
1 C -0.125
2 O -0.132
3 H 0.071
4 H 0.079
5 H 0.081

***

Q: relative energy (zero: lowest compared OMol25 entry of this formula, charge and spin) of number 3 (C4H16O4)?
A: 242.09 kJ/mol

***

Q: The highest relative energy (zero: lowest compared OMol25 entry of this formula, charge and spin) belongs to which entry?
A: C4H16O4